(1)
The following is a DFT calculation (ωB97M-V with the def2-TZVPD basis set) of 2 unconnected molecules or ions with the total composition C4H12N2O2.

Summary:
SMILES string: C[C@@H](N)CNC=O.O
HOMO: -9.478 eV
Frontier orbital gap: 10.19 eV
Molecular weight: 120.2 g/mol
Multiplicity: 1
E_tot: -419.59613 hartree
LUMO level: 0.709 eV
ΔE to the lowest compared entry with this formula, charge and spin: 32.85 kcal per mole

XYZ file:
```
20
C4H12N2O2 ωB97M-V with the def2-TZVPD basis set
O -1.62255 -6.88009 -2.31187
O 2.88216 0.00743 0.01718
N -0.95791 2.56083 2.09668
N 0.97993 1.02259 -0.63229
C -0.83285 2.00673 0.75519
C 2.13481 0.34802 -0.86780
C 0.47319 1.22450 0.70262
C -2.00579 1.05140 0.45402
H 0.37782 0.27207 1.25750
H -1.53845 -7.00199 -1.35317
H 2.25194 0.18304 -1.95585
H 1.21344 1.69213 1.34918
H -2.03692 -6.01276 -2.40298
H 0.36643 1.28200 -1.38397
H -1.92647 0.56165 -0.51250
H -1.12749 1.87300 2.81266
H -0.85853 2.80096 0.01597
H -1.64433 3.29740 2.15485
H -2.01534 0.29482 1.24383
H -2.92202 1.63852 0.49999
```

These are the Mulliken partial charges, in e, on atoms 1 to 6: -0.641 -0.550 -0.665 -0.065 0.204 0.015


(2)
The following is a DFT calculation (ωB97M-V with the def2-TZVPD basis set) of a gas-phase ion, C3H5N3O2S (charge +2).

Summary:
Total charge: +2
HOMO: -20.057 eV
Frontier orbital gap: 8.55 eV
Molecular weight: 147.2 g/mol
Multiplicity: 1
E_tot: -829.39926 hartree
LUMO level: -11.508 eV
ΔE to the lowest compared entry with this formula, charge and spin: 0.00 kcal per mole

XYZ file:
```
14
C3H5N3O2S ωB97M-V with the def2-TZVPD basis set
S -1.52096 0.31100 -1.97340
O -1.70006 1.59406 -2.48384
O -2.04660 -0.93607 -2.33986
N 0.84475 -0.10897 1.22986
N 0.30298 1.88658 0.36485
N 0.17653 -2.05032 0.12738
C 0.87157 1.23124 1.27920
C 0.18544 -0.73870 0.17558
C -0.34750 0.11057 -0.77325
H 1.30854 -0.66760 1.94449
H -0.32463 -2.56069 -0.59084
H 0.69753 -2.62416 0.78061
H 1.38793 1.69281 2.12845
H 0.16448 2.86026 0.13077
```

These are the Mulliken partial charges, in e, on atoms 1 to 6: 1.134 -0.297 -0.317 -0.091 -0.244 -0.268